No. 1
The following is a quantum chemistry calculation of 2 unconnected molecules or ions with the total composition C3H11N2OS at a distorted geometry, from the OMol25 dataset.

CARTESIAN COORDINATES (ANGSTROEM)
1 C -0.70 1.60 1.01
2 C -0.34 1.98 -0.48
3 S 1.16 1.37 -1.45
4 N -0.73 0.22 1.38
5 C 0.42 -0.64 0.98
6 N 0.27 -2.12 1.14
7 H -1.58 2.07 1.23
8 H -0.06 2.16 1.71
9 H -1.27 1.44 -1.01
10 H -0.43 3.03 -0.74
11 H -1.50 -0.22 0.91
12 H 0.81 -0.40 -0.01
13 H 1.16 -0.48 1.90
14 H 0.18 -2.60 0.26
15 H -0.14 -2.59 2.02
16 H 1.07 -1.73 -2.21
17 H 0.83 -1.10 -3.47
18 O 0.84 -1.99 -3.19

Output
**Molecular weight**: 123.2 g mol⁻¹
**DFT total energy**: -19151.5619 eV
**HOMO energy**: -2.79 eV
**Gap between HOMO and LUMO**: 6.785 eV
**Charge**: -1
**Relative energy (zero: lowest compared OMol25 entry of this formula, charge and spin)**: 202.63 kJ/mol
**LUMO level**: 4.0 eV
**Max |F|**: 5.110 eV/Å

No. 2
The following is a quantum chemistry calculation of a gas-phase ion, C3H11N2P2 (charge +1) at a distorted geometry, from the OMol25 dataset.

CARTESIAN COORDINATES (ANGSTROEM)
1 C 1.15 1.51 -2.92
2 C 0.26 -1.95 0.64
3 C -2.12 -0.09 1.02
4 N 0.48 0.39 -0.62
5 N 0.60 0.44 1.94
6 P -0.12 1.51 -1.56
7 P -0.30 -0.27 0.73
8 H 0.74 1.90 -3.80
9 H 1.75 2.37 -2.59
10 H 1.62 0.56 -3.04
11 H 1.29 -1.95 1.13
12 H 0.13 -2.33 -0.35
13 H -0.26 -2.71 1.30
14 H -2.19 1.10 1.25
15 H -2.42 -0.64 1.89
16 H -2.62 -0.35 0.11
17 H 1.57 0.47 1.93
18 H 0.45 0.06 2.93

Output
**Molecular weight**: 137.1 g mol⁻¹
**DFT total energy**: -24840.7139 eV
**HOMO energy**: -13.47 eV
**Gap between HOMO and LUMO**: 8.804 eV
**Charge**: +1
**Relative energy (zero: lowest compared OMol25 entry of this formula, charge and spin)**: 0.00 kJ/mol
**LUMO level**: -4.7 eV
**Max |F|**: 4.567 eV/Å

No. 3
The following is a quantum chemistry calculation of 2 unconnected molecules or ions with the total composition C3H11N2P2 at a distorted geometry, from the OMol25 dataset.

CARTESIAN COORDINATES (ANGSTROEM)
1 C 3.70 -2.57 -2.09
2 C -2.05 2.37 1.20
3 C -2.11 -0.50 0.69
4 N 2.11 -0.85 -0.65
5 N 0.19 1.05 0.47
6 P 3.49 -1.37 -0.50
7 P -1.08 0.85 1.55
8 H 2.76 -3.06 -2.11
9 H 3.78 -1.85 -2.93
10 H 4.58 -3.14 -1.89
11 H -1.68 3.31 1.74
12 H -3.11 2.19 1.56
13 H -1.95 2.53 0.20
14 H -1.92 -1.43 1.10
15 H -1.86 -0.47 -0.30
16 H -3.15 -0.41 0.92
17 H 0.62 0.10 0.05
18 H 0.85 1.73 0.83

Output
**Molecular weight**: 137.1 g mol⁻¹
**DFT total energy**: -24837.0936 eV
**HOMO energy (spin up / spin down)**: -13.86 / -12.30 eV
**Gap between HOMO and LUMO (spin up / spin down)**: 9.124 / 5.667 eV
**Charge**: +1
**Relative energy (zero: lowest compared OMol25 entry of this formula, charge and spin)**: 349.31 kJ/mol
**LUMO level (spin up / spin down)**: -4.7 / -6.6 eV
**Max |F|**: 4.557 eV/Å

No. 4
The following is a quantum chemistry calculation of 2 unconnected molecules or ions with the total composition C3H11N2S at a distorted geometry, from the OMol25 dataset.

CARTESIAN COORDINATES (ANGSTROEM)
1 C 2.38 -0.21 0.14
2 C -2.60 0.48 -0.31
3 C 0.80 0.29 0.20
4 N -0.02 -0.59 -0.49
5 N 0.45 0.41 1.57
6 S 0.15 -0.96 -2.00
7 H 2.95 0.64 0.69
8 H 2.27 -1.14 0.65
9 H 2.62 -0.41 -0.87
10 H -3.52 -0.15 -0.43
11 H -2.34 1.07 -1.31
12 H -1.82 -0.33 -0.15
13 H 1.03 1.27 -0.26
14 H -2.83 1.21 0.43
15 H 1.16 0.89 2.21
16 H 0.02 -0.40 2.09
17 H -0.69 -2.06 -2.16

Output
**Molecular weight**: 107.2 g mol⁻¹
**DFT total energy**: -17093.9124 eV
**HOMO energy (spin up / spin down)**: -13.65 / -13.65 eV
**Gap between HOMO and LUMO (spin up / spin down)**: 6.441 / 6.437 eV
**Charge**: +1
**Relative energy (zero: lowest compared OMol25 entry of this formula, charge and spin)**: 492.17 kJ/mol
**LUMO level (spin up / spin down)**: -7.2 / -7.2 eV
**Max |F|**: 3.036 eV/Å

No. 5
The following is a quantum chemistry calculation of 2 unconnected molecules or ions with the total composition C3H11N2S at a distorted geometry, from the OMol25 dataset.

CARTESIAN COORDINATES (ANGSTROEM)
1 C -1.32 -0.70 -1.85
2 S -0.69 0.21 -0.44
3 C -2.28 0.80 0.27
4 H -1.40 -0.09 -2.73
5 H -0.77 -1.63 -1.98
6 H -2.33 -1.08 -1.71
7 H -2.95 -0.03 0.08
8 H -2.69 1.55 -0.40
9 H -2.24 0.90 1.35
10 N 1.67 0.61 1.87
11 C 2.50 0.04 1.03
12 N 2.15 -0.65 -0.01
13 H 0.69 0.66 1.60
14 H 2.07 1.32 2.47
15 H 3.53 0.36 1.11
16 H 1.23 -1.04 -0.20
17 H 2.86 -1.21 -0.47

Output
**Molecular weight**: 107.2 g mol⁻¹
**DFT total energy**: -17098.2624 eV
**HOMO energy**: -12.56 eV
**Gap between HOMO and LUMO**: 9.003 eV
**Charge**: +1
**Relative energy (zero: lowest compared OMol25 entry of this formula, charge and spin)**: 72.46 kJ/mol
**LUMO level**: -3.6 eV
**Max |F|**: 1.814 eV/Å

No. 6
The following is a quantum chemistry calculation of 2 unconnected molecules or ions with the total composition C3H11N2S at a distorted geometry, from the OMol25 dataset.

CARTESIAN COORDINATES (ANGSTROEM)
1 C 2.65 1.50 2.46
2 C 2.45 1.68 0.94
3 S 0.66 1.62 0.57
4 H 2.23 0.55 2.80
5 H 2.19 2.34 3.00
6 H 3.72 1.45 2.63
7 H 2.71 2.70 0.64
8 H 2.92 0.89 0.37
9 H 0.78 0.92 -0.58
10 N -2.78 -0.84 -2.39
11 C -2.91 -1.80 -1.52
12 N -1.97 -2.39 -0.81
13 H -1.93 -0.32 -2.53
14 H -3.57 -0.63 -3.00
15 H -3.89 -2.27 -1.49
16 H -2.28 -3.19 -0.27
17 H -0.98 -2.21 -0.81

Output
**Molecular weight**: 107.2 g mol⁻¹
**DFT total energy**: -17086.5647 eV
**Multiplicity**: 2
**HOMO energy (spin up / spin down)**: -19.18 / -19.18 eV
**Gap between HOMO and LUMO (spin up / spin down)**: 11.901 / 7.266 eV
**Charge**: +2
**Relative energy (zero: lowest compared OMol25 entry of this formula, charge and spin)**: 6.07 kJ/mol
**LUMO level (spin up / spin down)**: -7.3 / -11.9 eV
**Max |F|**: 1.278 eV/Å

No. 7
The following is a quantum chemistry calculation of 2 unconnected molecules or ions with the total composition C3H11N2S2, from the OMol25 dataset.

CARTESIAN COORDINATES (ANGSTROEM)
1 N -0.82 -2.24 1.63
2 C -0.81 -0.93 1.73
3 N -0.03 -0.25 2.53
4 H -0.10 -2.87 1.97
5 H -1.52 -2.62 1.02
6 H -1.59 -0.38 1.22
7 H 0.16 0.76 2.31
8 H 0.75 -0.73 2.97
9 C -0.20 0.27 -2.68
10 C 0.60 1.18 -1.75
11 S -0.43 1.82 -0.41
12 S 1.04 2.26 1.00
13 H -1.02 0.73 -3.21
14 H -0.63 -0.60 -2.17
15 H 0.46 -0.09 -3.47
16 H 1.07 2.03 -2.27
17 H 1.41 0.58 -1.32
18 H 1.67 1.08 0.89

Output
**Molecular weight**: 139.3 g mol⁻¹
**DFT total energy**: -27933.9701 eV
**HOMO energy**: -12.40 eV
**Gap between HOMO and LUMO**: 8.888 eV
**Charge**: +1
**Relative energy (zero: lowest compared OMol25 entry of this formula, charge and spin)**: 40.88 kJ/mol
**LUMO level**: -3.5 eV
**Max |F|**: 0.928 eV/Å

No. 8
The following is a quantum chemistry calculation of 2 unconnected molecules or ions with the total composition C3H11N2S2 at a distorted geometry, from the OMol25 dataset.

CARTESIAN COORDINATES (ANGSTROEM)
1 C 0.17 2.15 1.76
2 C 0.84 1.35 0.77
3 C -0.62 -0.82 -0.22
4 N -1.97 -0.95 0.06
5 N -0.23 -0.64 -2.00
6 S 2.09 -1.52 -0.31
7 S 0.22 -2.21 0.41
8 H -0.86 1.76 1.75
9 H 0.56 1.90 2.73
10 H 0.10 3.23 1.61
11 H 1.19 0.45 1.18
12 H 1.23 1.79 -0.19
13 H -2.32 -1.86 0.40
14 H -2.73 -0.37 -0.04
15 H 0.67 0.00 -2.01
16 H 0.04 -1.46 -2.59
17 H -0.95 -0.01 -2.51
18 H 2.58 -2.80 -0.79

Output
**Molecular weight**: 139.3 g mol⁻¹
**DFT total energy**: -27928.9502 eV
**HOMO energy (spin up / spin down)**: -11.70 / -12.41 eV
**Gap between HOMO and LUMO (spin up / spin down)**: 6.687 / 8.652 eV
**Charge**: +1
**Relative energy (zero: lowest compared OMol25 entry of this formula, charge and spin)**: 525.23 kJ/mol
**LUMO level (spin up / spin down)**: -5.0 / -3.8 eV
**Max |F|**: 3.494 eV/Å

No. 9
The following is a quantum chemistry calculation of 2 unconnected molecules or ions with the total composition C3H11N3 at a distorted geometry, from the OMol25 dataset.

CARTESIAN COORDINATES (ANGSTROEM)
1 C -0.08 -1.83 -0.15
2 C -1.06 -1.29 -1.19
3 N -0.27 -0.82 -2.33
4 H 0.58 -2.55 -0.65
5 H -0.56 -2.48 0.58
6 H 0.43 -1.03 0.36
7 H -1.56 -0.43 -0.71
8 H -1.77 -2.05 -1.48
9 H 0.60 -0.42 -2.03
10 H -0.73 -0.12 -2.90
11 N -0.37 1.37 1.79
12 C 0.82 1.65 1.13
13 N 1.22 2.78 0.71
14 H -0.22 1.00 2.71
15 H -0.86 2.25 1.81
16 H 1.66 0.97 1.35
17 H 2.16 3.01 0.98

Output
**Molecular weight**: 89.1 g mol⁻¹
**DFT total energy**: -7758.2472 eV
**HOMO energy**: -8.97 eV
**Gap between HOMO and LUMO**: 9.754 eV
**Relative energy (zero: lowest compared OMol25 entry of this formula, charge and spin)**: 177.21 kJ/mol
**LUMO level**: 0.8 eV
**Max |F|**: 4.108 eV/Å

No. 10
The following is a quantum chemistry calculation of 2 unconnected molecules or ions with the total composition C3H11N3 at a distorted geometry, from the OMol25 dataset.

CARTESIAN COORDINATES (ANGSTROEM)
1 C 0.35 0.80 1.20
2 C 1.01 0.47 -1.25
3 C 0.01 0.37 -0.17
4 N -1.78 -0.58 -1.42
5 N -2.11 -0.06 0.75
6 N -1.25 0.01 -0.39
7 H -0.52 1.17 1.68
8 H 0.49 -0.04 1.92
9 H 1.27 1.31 1.22
10 H 1.97 0.66 -0.92
11 H 0.58 1.21 -2.04
12 H 1.15 -0.46 -1.86
13 H 2.35 -1.38 0.57
14 H 2.61 -1.90 1.04
15 H -1.15 -0.46 -2.24
16 H -3.05 -0.36 0.44
17 H -1.92 -0.76 1.47

Output
**Molecular weight**: 89.1 g mol⁻¹
**DFT total energy**: -7755.3824 eV
**HOMO energy (spin up / spin down)**: -7.16 / -7.16 eV
**Gap between HOMO and LUMO (spin up / spin down)**: 8.166 / 8.165 eV
**Relative energy (zero: lowest compared OMol25 entry of this formula, charge and spin)**: 453.62 kJ/mol
**LUMO level (spin up / spin down)**: 1.0 / 1.0 eV
**Max |F|**: 4.144 eV/Å